No. 1
This record from the OMol25 dataset describes the molecule C3H4N2O. The level of theory is ωB97M-V/def2-TZVPD.

Structure (XYZ):
```
10
Properties=species:S:1:pos:R:3:forces:R:3
H -2.4594 -0.4635 -0.1973 0.1 -0.2 0.0
H 1.7876 1.6093 0.4009 -1.2 0.7 -0.6
H -0.9021 1.8176 -0.0230 0.1 -0.1 0.0
N 1.1060 0.9517 0.0233 2.6 0.6 0.8
C -0.5692 -0.3801 -0.0618 0.1 0.1 0.1
C 1.7196 -0.2540 0.0570 -0.9 -0.6 0.0
C -0.2753 0.9401 -0.0075 -0.4 -0.2 0.1
O -1.7176 -1.0811 -0.1655 -0.2 0.1 0.0
H 0.6865 -2.0720 -0.0196 -0.1 0.0 0.0
N 0.6239 -1.0680 -0.0066 -0.2 -0.5 -0.3
```
Positions in Å, forces in eV/Å.

Orbital gap in Eh: 0.3333
Energy relative to the best compared isomer or geometry (same formula, charge and spin) in kJ/mol: 195.5
Net charge: 0
2S+1: 1
E in eV: -8201.85973
HOMO level in eV: -8.5
E_LUMO in Ha: 0.0213

***

No. 2
This record from the OMol25 dataset describes a 2-piece molecular cluster, C4H8O overall. The level of theory is ωB97M-V/def2-TZVPD.

Structure (XYZ):
```
13
Properties=species:S:1:pos:R:3:forces:R:3
H 2.2275 0.6226 1.2151 0.0 0.0 0.0
H 0.8805 -1.3875 0.3651 -0.1 -0.1 -0.3
H -1.3715 -1.0266 1.2331 -0.2 -0.1 -0.4
C 1.5219 0.7112 0.3860 -0.2 0.0 -0.4
H -1.1048 0.7882 1.1988 -0.1 0.2 -0.2
H 2.0926 0.6310 -0.5389 0.1 0.1 0.0
C -0.7651 -0.1961 0.9097 1.6 -0.2 1.0
C -1.2654 -0.3880 -1.3244 1.2 0.2 -2.7
H -1.9705 0.4401 -1.1516 -0.2 -0.2 0.6
H -0.2207 0.0022 -1.5756 -1.0 -0.3 0.1
O -1.5853 -1.5131 -1.6323 -0.2 0.2 0.6
C 0.5064 -0.3776 0.4799 -0.9 0.2 1.7
H 1.0543 1.6936 0.4351 0.0 0.0 0.0
```
Positions in Å, forces in eV/Å.

Orbital gap in Eh: 0.3746
SMILES: C=CC.C=O
Energy relative to the best compared isomer or geometry (same formula, charge and spin) in kJ/mol: 221.8
Net charge: 0
2S+1: 1
E in eV: -6322.86919
HOMO level in eV: -9.3
E_LUMO in Ha: 0.0325

***

No. 3
This record from the OMol25 dataset describes the molecule C8H12. The level of theory is ωB97M-V/def2-TZVPD.

Structure (XYZ):
```
20
Properties=species:S:1:pos:R:3:forces:R:3
C 0.7537 0.3255 0.0268 -2.4 -2.3 2.9
C 1.1978 -1.1416 -0.1397 -2.1 4.2 -4.8
H 2.2013 -2.8723 0.2779 0.9 -1.8 -0.9
C -1.6085 1.4963 0.7151 -0.2 -2.7 -0.8
C -1.5057 -0.8044 -0.0492 0.6 -2.6 -1.1
H -2.2454 -2.5263 0.5954 0.5 -1.0 0.1
H 1.0287 1.0552 -1.9530 -0.2 0.0 -0.6
H 1.9600 1.8526 -0.7220 2.2 0.5 0.1
H 0.3614 2.2209 -0.7354 0.0 -0.3 -0.7
H 1.3842 -1.3870 -1.1997 -0.4 0.2 0.2
H -2.3884 1.8569 0.0687 -0.1 0.3 -0.7
C 1.0571 1.3875 -0.9334 -1.0 0.9 -0.7
C -2.0658 -1.9451 -0.2920 -0.3 0.3 1.3
H 1.8702 -1.9660 1.8110 -0.5 0.2 -2.0
H 1.1359 0.6887 1.0020 0.0 0.0 0.3
H -0.8445 2.1552 0.8830 1.2 2.5 1.0
C 1.7499 -2.0335 0.6619 1.1 -1.0 6.5
H -2.1316 1.1242 1.5866 0.1 0.3 0.6
H -2.5998 -2.1726 -1.1559 -1.2 -0.3 -1.3
C -0.8171 0.2884 0.2039 2.0 2.5 0.6
```
Positions in Å, forces in eV/Å.

Orbital gap (spin up / spin down) in Eh: 0.1552 / 0.1871
Energy relative to the best compared isomer or geometry (same formula, charge and spin) in kJ/mol: 358.1
Net charge: 0
2S+1: 3
E in eV: -8481.32165
HOMO level (spin up / spin down) in eV: -3.3 / -8.3
E_LUMO (spin up / spin down) in Ha: 0.0354 / -0.1191

***

No. 4
This record from the OMol25 dataset describes a 2-piece molecular cluster, C3H10N2O3 overall. The level of theory is ωB97M-V/def2-TZVPD.

Structure (XYZ):
```
18
Properties=species:S:1:pos:R:3:forces:R:3
H 0.5315 -1.7999 -2.6369 -0.4 -0.1 -0.9
C 1.2711 -0.3470 -1.3671 -1.1 0.7 0.0
O -3.4639 1.6325 3.8813 0.2 -0.3 -0.3
H 1.8003 1.2166 0.6026 0.4 -0.3 -0.6
O -0.7807 -0.1294 -2.6398 -0.2 -0.2 -0.1
O -0.1357 -0.5454 1.9725 -0.4 -0.6 0.0
H -4.4125 1.6224 3.7213 0.0 0.0 0.0
N 1.8088 0.4108 1.2201 -0.3 1.0 -0.4
H 1.2420 0.7382 -1.3700 0.6 0.3 0.1
N 0.4433 -0.7584 -0.2332 0.0 -0.2 -0.5
H -0.2087 -1.5047 -0.3944 -0.2 -0.1 0.4
H 0.9678 -0.2339 -3.5128 0.6 -0.4 -0.5
H 1.8496 0.8858 2.1122 -0.3 -0.7 0.5
H -3.1033 0.9192 3.3269 -0.2 0.4 0.3
C 0.5076 -0.7046 -2.6659 0.4 -0.1 1.8
H -1.2027 -0.3374 -1.8010 -0.1 0.1 0.0
C 0.6065 -0.3243 1.0441 0.8 0.6 0.7
H 2.2791 -0.7404 -1.2598 0.1 0.0 -0.4
```
Positions in Å, forces in eV/Å.

Orbital gap in Eh: 0.3920
SMILES: NC(=O)NCCO.O
Energy relative to the best compared isomer or geometry (same formula, charge and spin) in kJ/mol: 76.3
Net charge: 0
2S+1: 1
E in eV: -12395.94459
HOMO level in eV: -10.1
E_LUMO in Ha: 0.0225

***

| no. | largest force on an atom (Eh/bohr) |
| --- | --- |
| 1 | 0.0550 |
| 2 | 0.0574 |
| 3 | 0.1309 |
| 4 | 0.0363 |